{"formula": "C4H6N2O7", "method": "ωB97M-V/def2-TZVPD", "symbols": ["C", "C", "C", "C", "N", "N", "O", "O", "O", "O", "O", "O", "O", "H", "H", "H", "H", "H", "H"], "positions_angstrom": [[0.86843, -1.26948, -1.11737], [-0.38030, 0.40900, 1.47176], [0.25107, -0.15303, -1.85242], [-1.25342, -0.14374, 0.27486], [-1.83724, -1.50430, 0.34387], [-2.05669, 0.79854, -0.42099], [-1.58085, -2.18115, 1.28941], [-1.81617, 1.99802, -0.11047], [1.76860, -1.19821, -0.35359], [-2.41820, -1.88617, -0.65579], [-2.78215, 0.47977, -1.31827], [0.57258, 1.41414, 1.10209], [0.71839, 1.03845, -1.73294], [0.35324, -2.35522, -1.24629], [0.04030, -0.47554, 1.84095], [-0.96225, 0.85845, 2.26848], [-0.53781, -0.32387, -2.57336], [0.13848, 1.85197, 0.35739], [1.52477, 0.90885, -1.11266]], "forces_ev_per_angstrom": [[-2.50, -4.05, -0.43], [-1.45, 0.59, -1.45], [-1.17, 0.37, 1.23], [1.19, 0.26, 0.44], [0.52, 1.27, -2.09], [0.88, 1.71, 0.27], [0.34, -0.69, 1.79], [-0.26, -1.13, -0.29], [1.81, 1.28, 0.68], [-0.21, -0.44, 0.25], [-0.89, 0.23, -0.58], [-0.10, -1.27, -0.73], [1.98, -0.69, 0.51], [0.66, 2.39, -0.22], [1.34, -1.02, 0.69], [-0.73, -0.22, 0.01], [-0.17, 0.09, 0.05], [-0.09, 0.61, 0.39], [-1.14, 0.74, -0.54]], "mulliken_charge": [0.149, -0.579, -0.058, -0.281, 0.963, 1.103, -0.615, -0.676, -0.422, -0.538, -0.577, -0.495, -0.421, 0.320, 0.438, 0.378, 0.462, 0.380, 0.470], "relative_energy_kcal_mol": 54.15, "spin_multiplicity": 1, "homo_lumo_gap_ha": [0.24426, 0.26711]}

{"formula": "C4H13N2O", "method": "ωB97M-V/def2-TZVPD", "symbols": ["C", "C", "C", "C", "N", "N", "O", "H", "H", "H", "H", "H", "H", "H", "H", "H", "H", "H", "H", "H"], "positions_angstrom": [[-1.56423, 0.76874, -1.47733], [1.58386, 0.04502, -0.52057], [0.42285, 0.66437, 1.59553], [-1.32190, -0.42466, -0.73846], [0.48860, -1.55677, 0.78937], [0.47958, -0.24082, 0.44091], [-1.06503, -1.44738, -1.47261], [-2.19099, 0.76368, -2.44403], [-0.54372, 1.11185, -1.79980], [-1.89788, 1.55543, -0.73910], [1.50120, 1.02891, -0.87211], [2.57246, -0.08975, 0.00818], [1.46452, -0.70054, -1.31745], [-0.11141, 0.28356, 2.55732], [1.37897, 0.67835, 1.94112], [0.20594, 1.71369, 1.31073], [-1.79057, -0.62195, 0.19576], [-0.24173, -1.62202, 1.44633], [1.45233, -1.90670, 1.14904], [-1.12075, -2.27239, -0.95809]], "forces_ev_per_angstrom": [[0.59, 3.74, -0.65], [0.10, -1.91, 1.53], [-1.83, 0.34, 0.65], [0.11, -1.10, 0.32], [2.56, -2.23, 0.03], [-0.98, 1.74, -1.91], [0.25, -1.22, -0.20], [0.76, -0.53, 1.81], [-0.84, -0.09, -0.08], [0.03, -0.65, -1.13], [-0.07, 1.37, -0.51], [-0.89, 0.10, -0.59], [0.26, 0.36, 0.11], [0.04, 0.54, -2.26], [3.15, 0.33, 1.17], [-0.42, -0.78, 0.14], [-0.44, 0.03, 0.72], [-0.52, -0.94, 1.41], [-2.23, 0.82, -0.41], [0.38, 0.07, -0.18]], "mulliken_charge": [-0.965, -1.059, -0.934, 0.338, -0.800, 0.273, -0.390, 0.335, 0.242, 0.291, 0.426, 0.379, 0.360, 0.311, 0.440, 0.334, 0.467, 0.248, 0.298, 0.406], "relative_energy_kcal_mol": 100.40, "spin_multiplicity": 1, "charge": 1, "homo_lumo_gap_ha": 0.37070}

{"formula": "CH6P2S", "method": "ωB97M-V/def2-TZVPD", "symbols": ["C", "P", "P", "S", "H", "H", "H", "H", "H", "H"], "positions_angstrom": [[-0.07239, 0.97580, -2.16638], [-0.06446, 0.01589, -0.78998], [-0.27032, -0.46314, 2.34683], [1.10228, 0.26284, 1.04759], [0.34510, 0.41985, -2.88886], [-0.20551, 2.04537, -2.23513], [0.03231, -1.28904, -1.27538], [-1.33923, -0.03211, -0.13030], [0.16046, -0.19280, 3.66605], [0.31177, -1.74266, 2.42557]], "forces_ev_per_angstrom": [[-1.77, 3.37, -0.72], [-0.31, -1.82, 2.19], [-0.95, -0.89, 1.12], [1.79, 0.79, 1.15], [1.25, -1.25, -3.35], [-0.04, -0.18, 0.00], [-0.30, -0.22, -0.14], [0.41, 0.15, -0.55], [0.14, 0.34, 0.21], [-0.21, -0.29, 0.09]], "mulliken_charge": [-0.669, 0.055, -0.145, -0.229, 0.373, 0.351, 0.085, 0.078, 0.046, 0.054], "relative_energy_kcal_mol": 36.91, "spin_multiplicity": 3, "homo_lumo_gap_ha": [0.20410, 0.24490]}